Entry 1:
{
  "formula": "C5H10N",
  "method": "ωB97M-V/def2-TZVPD",
  "symbols": ["C", "C", "C", "C", "C", "N", "H", "H", "H", "H", "H", "H", "H", "H", "H", "H"],
  "coordinates": [[2.246, 0.131, 1.318], [-1.118, 0.533, -0.627], [-0.745, -0.626, -0.316], [-0.644, 2.003, -0.441], [-1.052, -2.042, -0.206], [1.392, -0.104, 0.389], [3.358, -0.012, 1.314], [1.972, 0.566, 2.305], [-2.071, 0.467, -1.101], [-1.537, 2.635, -0.636], [0.025, 1.966, -1.217], [-0.256, 2.276, 0.470], [-0.162, -2.703, -0.082], [-1.409, -2.288, -1.229], [-1.625, -2.349, 0.661], [1.626, -0.452, -0.601]],
  "charge": 1,
  "e_lumo_ev": -5.14,
  "e_above_lowest_kj_mol": 381.0,
  "max_force_ev_per_a": 4.3
}

---

Entry 2:
{
  "formula": "C9H16",
  "method": "ωB97M-V/def2-TZVPD",
  "symbols": ["C", "C", "C", "C", "C", "C", "C", "C", "C", "H", "H", "H", "H", "H", "H", "H", "H", "H", "H", "H", "H", "H", "H", "H", "H"],
  "coordinates": [[-2.013, 2.311, 0.315], [-1.780, 1.157, -0.240], [-0.924, -1.980, 0.057], [-1.030, -1.220, 1.346], [0.108, -0.946, 0.404], [1.468, -1.453, 0.860], [0.992, 1.415, 0.292], [0.424, 0.203, -1.851], [0.166, 0.341, -0.374], [-3.006, 2.746, 0.316], [-1.256, 2.895, 0.814], [-2.463, 0.527, -0.777], [-0.642, -3.021, 0.096], [-1.636, -1.756, -0.723], [-1.812, -0.485, 1.438], [-0.815, -1.743, 2.267], [1.397, -2.487, 1.183], [1.834, -0.860, 1.696], [2.196, -1.394, 0.055], [0.888, 2.360, -0.238], [2.048, 1.146, 0.293], [0.676, 1.551, 1.323], [0.155, 1.115, -2.379], [1.492, 0.028, -2.014], [-0.124, -0.635, -2.279]],
  "e_lumo_ev": 0.97,
  "e_above_lowest_kj_mol": 174.3,
  "max_force_ev_per_a": 4.5
}

---

Entry 3:
{
  "formula": "C2H5ClN2O2",
  "method": "ωB97M-V/def2-TZVPD",
  "symbols": ["C", "C", "N", "N", "O", "O", "Cl", "H", "H", "H", "H", "H"],
  "coordinates": [[-0.737, -2.360, -0.312], [-0.640, 1.787, -0.623], [-0.265, -1.734, 0.706], [-2.086, -0.183, -0.826], [-0.787, -3.151, -1.191], [-0.846, 0.376, -0.846], [-2.772, 0.057, 0.820], [-1.015, 2.089, 0.368], [-1.028, 2.362, -1.418], [0.480, 1.860, -0.511], [-0.817, -1.026, 1.231], [0.685, -1.372, 0.743]],
  "e_lumo_ev": [-0.79, -0.14],
  "e_above_lowest_kj_mol": 312.0,
  "max_force_ev_per_a": 2.9
}

---

Entry 4:
{
  "formula": "C2HClN2O",
  "method": "ωB97M-V/def2-TZVPD",
  "symbols": ["C", "C", "N", "N", "O", "Cl", "H"],
  "coordinates": [[-0.210, -0.406, -0.009], [-1.799, -0.336, 0.016], [0.048, -1.643, 0.006], [-2.176, -1.578, -0.005], [-1.093, -2.370, 0.001], [-2.843, 0.950, 0.004], [0.454, 0.371, -0.067]],
  "smiles": "Clc1cnon1",
  "e_lumo_ev": 0.75,
  "e_above_lowest_kj_mol": 266.7,
  "max_force_ev_per_a": 5.9
}